[1]
The following is a quantum chemistry calculation of the molecule H3OPS in a non-equilibrium geometry, from OMol25.

```
6
Properties=species:S:1:pos:R:3
O -0.1168 -1.2819 1.0274
P -0.1872 -0.4360 -0.1883
S 1.0565 1.2028 -0.1719
H 0.4489 1.3853 1.0491
H -1.4307 0.0582 -0.3505
H 0.2293 -0.9284 -1.3659
```

Output
Largest force on an atom ... 4.0 eV Å⁻¹
Energy above the lowest of the compared OMol25 structures with the same formula, charge and spin ... 187.81 kJ/mol
Orbital gap (spin up / spin down) ... 5.724 / 6.895 eV
2S+1 ... 3
Electronic energy ... -22214.7964 eV
HOMO (spin up / spin down) ... -5.08 / -11.01 eV
LUMO level (spin up / spin down) ... 0.65 / -4.11 eV
<S²> ... 2.005

[2]
The following is a quantum chemistry calculation of C53H49N7O4PSTeTi as an isolated structure in a non-equilibrium geometry, from OMol25.

```
117
Properties=species:S:1:pos:R:3
Ti 10.8971 12.8397 12.1869
C 10.9481 19.6999 8.0367
O 10.4440 18.6273 8.8312
C 9.8962 18.9854 10.0326
C 9.9887 20.3087 10.5313
C 9.2780 20.5596 11.6875
C 8.4771 19.5975 12.2730
C 8.4365 18.3254 11.8090
C 9.2507 17.9688 10.7404
N 9.5031 16.6254 10.3958
C 10.0427 15.7141 11.2477
N 10.2993 16.1135 12.4958
C 10.3615 15.3864 13.7017
C 10.3484 13.9873 13.7468
C 9.7182 13.3721 14.8083
C 9.4564 14.1049 15.9944
C 9.5782 15.4925 16.0016
C 10.1362 16.1820 14.8996
O 10.2570 17.5054 14.7527
C 10.5046 18.4242 15.8632
N 10.2558 14.4767 10.8083
C 9.9690 14.1618 9.5027
C 8.7509 13.7266 8.9760
C 8.5591 13.6542 7.6079
C 9.6390 13.8570 6.7505
C 10.8674 14.2188 7.2006
C 11.0070 14.4815 8.5483
O 12.2303 14.9019 9.1157
C 13.3085 15.4706 8.3837
H 11.2161 19.3254 7.0739
H 11.8275 20.1350 8.4984
H 10.1955 20.4797 7.8336
H 10.5984 21.1357 10.0448
H 9.1498 21.5868 12.0599
H 7.8633 19.9303 13.1449
H 7.7273 17.6037 12.1949
H 9.7155 16.4038 9.4126
H 10.1974 17.1366 12.6546
H 9.6182 12.3035 14.8628
H 8.8729 13.5769 16.7324
H 9.1119 16.0149 16.8484
H 10.9551 19.3232 15.4309
H 11.1579 17.9220 16.5973
H 9.4994 18.6256 16.3130
H 8.0499 13.3115 9.6897
H 7.5258 13.8032 7.3204
H 9.3976 13.9319 5.6973
H 11.7120 14.3068 6.5475
H 13.4693 15.0433 7.3785
H 14.2434 15.2532 8.9541
H 13.1120 16.5483 8.3008
N 19.4293 15.1446 18.9637
C 18.7808 14.0878 18.4024
S 18.9302 12.5286 18.9199
C 17.8691 14.3550 17.2831
C 16.9383 13.3695 16.8814
C 16.0972 13.6895 15.8621
N 16.0251 14.8921 15.3160
C 16.8305 15.8224 15.7277
C 17.7562 15.6319 16.7304
H 20.0724 14.7902 19.6863
H 19.4658 16.0941 18.6058
H 16.9332 12.3933 17.3166
H 15.3708 12.9344 15.4708
H 16.7547 16.8010 15.2267
H 18.2003 16.5344 17.1450
Te 9.0314 11.3380 11.5887
N 15.0155 13.8173 12.0604
C 13.7365 13.9889 12.4694
N 12.8942 13.2292 11.7684
C 13.6745 12.3822 10.9259
C 13.2398 11.5960 9.8892
C 14.1447 11.1856 8.9568
C 15.4847 11.5028 9.0987
C 15.9621 12.3210 10.1197
C 15.0004 12.7872 11.0487
H 15.8720 14.2025 12.4376
H 13.4818 14.8398 13.1240
H 12.1642 11.5371 9.5585
H 13.8362 10.6681 8.1130
H 16.1715 11.0601 8.3828
H 17.0475 12.4940 10.2555
O 11.6066 11.4650 13.3358
P 11.6764 10.0108 13.8559
C 10.0908 9.1803 14.3276
C 8.7967 9.7634 14.3535
C 7.7045 9.0065 14.7288
C 7.8280 7.6180 14.9554
C 9.0930 6.9937 14.9369
C 10.1580 7.7999 14.5414
C 12.4532 8.9298 12.7272
C 11.7307 8.4182 11.6532
C 12.3764 7.6422 10.6894
C 13.7321 7.2937 10.8369
C 14.4280 7.8210 11.9515
C 13.8123 8.6902 12.8454
C 12.4655 9.9451 15.4117
C 12.4796 11.1915 16.1425
C 13.2255 11.2798 17.3080
C 13.9202 10.1488 17.8189
C 13.9487 8.9484 17.0145
C 13.1164 8.8042 15.9128
H 8.5307 10.7696 13.9958
H 6.6930 9.4149 14.7230
H 6.9851 7.0200 15.2294
H 9.2829 5.9704 15.2535
H 11.1218 7.3197 14.4993
H 10.6511 8.6448 11.6542
H 11.7381 7.2680 9.8803
H 14.1782 6.6831 10.0923
H 15.4486 7.5775 12.0518
H 14.3871 9.0580 13.6930
H 11.9189 11.9845 15.6650
H 13.2859 12.2456 17.8395
H 14.4773 10.2669 18.7214
H 14.4463 8.0353 17.3609
H 12.9033 7.8421 15.4810
```

Output
Largest force on an atom ... 4.4 eV Å⁻¹
Energy above the lowest of the compared OMol25 structures with the same formula, charge and spin ... 46.18 kJ/mol
Charge ... -1
Orbital gap (spin up / spin down) ... 3.416 / 5.258 eV
2S+1 ... 3
Electronic energy ... -124908.3090 eV
HOMO (spin up / spin down) ... -1.64 / -3.49 eV
LUMO level (spin up / spin down) ... 1.77 / 1.77 eV
<S²> ... 2.017

[3]
The following is a quantum chemistry calculation of C6H18HgO10S as an isolated structure, from OMol25.

```
36
Properties=species:S:1:pos:R:3
Hg 0.1210 -0.3005 -0.1451
S 1.6808 -2.6203 -0.8529
O 2.1242 -1.4117 -0.0144
O 0.3472 -2.1495 -1.4327
O 2.6288 -2.8546 -1.9304
O 1.4722 -3.7529 0.0366
C -2.2239 1.5971 -1.6095
C -2.6223 1.6801 -0.1709
O -1.4920 1.3444 0.6348
O -1.6470 0.3234 -1.8575
H -1.4903 2.3821 -1.8352
H -3.0991 1.7478 -2.2451
H -3.4499 0.9940 0.0413
H -2.9568 2.6969 0.0441
H -1.6318 1.5648 1.5584
H -1.6034 0.1851 -2.8076
C -1.6722 -1.8491 2.2444
C -0.2402 -1.9733 2.6665
O 0.4437 -0.7667 2.2834
O -1.6800 -1.7747 0.8286
H -2.1264 -0.9613 2.7099
H -2.2226 -2.7263 2.5956
H 0.2109 -2.8262 2.1469
H -0.1779 -2.1055 3.7485
H 1.3903 -0.9256 2.3650
H -2.5761 -1.8337 0.4895
C 2.2573 2.3043 -0.5024
C 2.6460 1.3076 -1.5694
O 1.4707 0.6315 -2.0063
O 1.5810 1.6282 0.5586
H 1.6071 3.0673 -0.9481
H 3.1606 2.7968 -0.1379
H 3.3547 0.5746 -1.1782
H 3.0858 1.8698 -2.3976
H 1.7088 -0.0280 -2.6656
H 1.6206 2.1641 1.3548
```

Output
Largest force on an atom ... 1.0 eV Å⁻¹
Energy above the lowest of the compared OMol25 structures with the same formula, charge and spin ... 0.00 kJ/mol
Orbital gap ... 7.195 eV
2S+1 ... 1
Electronic energy ... -41996.4465 eV
HOMO ... -7.57 eV
LUMO level ... -0.37 eV

[4]
The following is a quantum chemistry calculation of a 3-piece molecular cluster, C11H19BNO8 overall, from OMol25.

```
40
Properties=species:S:1:pos:R:3
N 2.1783 -4.0266 1.0305
C 2.2120 -2.7307 0.3438
C 0.9126 -1.9139 0.4691
B -0.4652 -2.5861 0.0853
O -1.5453 -1.7855 -0.2383
O -0.6877 -3.9538 0.0748
C 3.3403 -1.8202 0.9006
O 3.8993 -1.0772 0.0510
O 3.5469 -1.8538 2.1310
H 1.3997 -4.1133 1.6622
H 2.1586 -4.7872 0.3715
H 2.4579 -2.9191 -0.7013
H 1.0199 -1.0568 -0.2014
H 0.8944 -1.4971 1.4808
H -1.5405 -0.9914 0.3169
H -1.5345 -4.1495 0.4842
O 0.0500 -0.6128 -3.5202
C 0.7388 0.3519 -3.3869
O 0.2616 1.6141 -3.6071
C 1.3245 2.5696 -3.4817
C 2.3865 1.8866 -2.6298
C 2.2066 0.4209 -3.0132
H 1.6899 2.8098 -4.4847
H 0.9277 3.4756 -3.0271
H 3.3884 2.2739 -2.8039
H 2.1574 2.0132 -1.5716
H 2.7953 0.1484 -3.8908
H 2.4367 -0.2505 -2.1843
O -1.3472 0.7708 1.1684
C -2.2732 1.2792 1.7258
O -3.4401 0.6301 1.9490
C -4.3994 1.5192 2.5401
C -3.5742 2.6270 3.1851
C -2.3650 2.6976 2.2535
H -5.0528 1.8948 1.7494
H -4.9984 0.9604 3.2549
H -4.1190 3.5638 3.2844
H -3.2533 2.3163 4.1801
H -2.5322 3.3669 1.4086
H -1.4464 2.9727 2.7628
```

Output
Largest force on an atom ... 1.0 eV Å⁻¹
Charge ... -1
Orbital gap ... 5.737 eV
2S+1 ... 1
Electronic energy ... -30266.2509 eV
HOMO ... -3.53 eV
LUMO level ... 2.20 eV

[5]
The following is a quantum chemistry calculation of C14H19BaBrO as an isolated structure in a non-equilibrium geometry, from OMol25.

```
36
Properties=species:S:1:pos:R:3
C -2.1663 -0.8113 -1.5126
C -1.6827 -1.3247 -0.3127
C -1.8034 -0.2969 0.7069
H -1.1829 -2.2740 -0.1588
C -2.2577 0.9070 0.0316
C -2.4619 0.5893 -1.3168
H -2.8144 1.2650 -2.1052
H -2.3203 -1.3512 -2.4511
H -2.0564 -0.5323 1.7385
H -2.3054 1.9124 0.4856
Ba 1.0905 -0.4968 -0.8372
Br 0.9957 -3.3510 0.1488
C 2.3333 0.8231 -3.4539
C 1.2852 1.6221 -3.9962
C 0.3002 0.7403 -4.5412
H 1.2634 2.7146 -4.0747
C 0.7469 -0.5993 -4.3395
C 1.9693 -0.5503 -3.6104
H 2.5597 -1.4113 -3.3060
H 3.2763 1.2064 -3.0580
H -0.5916 1.0509 -5.0951
H 0.2574 -1.4853 -4.7416
C 1.7504 0.3314 3.1764
C 0.2685 0.1206 2.8240
C -0.0838 -1.2520 3.3696
C -0.4456 1.2586 3.5298
O 0.0696 0.1556 1.4204
H 1.8513 0.3040 4.2823
H 2.1022 1.3003 2.8033
H 2.3780 -0.4548 2.7342
H 0.1337 -1.2774 4.4451
H -1.1431 -1.4633 3.2213
H 0.5065 -2.0042 2.8270
H -0.1371 2.2214 3.0926
H -1.5354 1.1577 3.4804
H -0.1504 1.2555 4.5935
```

Output
Largest force on an atom ... 3.9 eV Å⁻¹
Energy above the lowest of the compared OMol25 structures with the same formula, charge and spin ... 56.56 kJ/mol
Charge ... -2
Orbital gap ... 2.892 eV
2S+1 ... 1
Electronic energy ... -87609.1952 eV
HOMO ... 1.40 eV
LUMO level ... 4.29 eV

Q: Which value of 2S+1 does entry 5 give?
A: 1

Q: 2S+1 of number 1 (H3OPS)?
A: 3